# 1
2 unconnected molecules or ions with the total composition C8H12B2ClF9NOPS, computed with wB97M-V/def2-TZVPD.

Atoms and positions in Å:
C  -3.110  -2.567  1.265
C  -1.849  -2.347  2.281
B  -0.478  -1.963  1.481
O  0.032  -2.999  0.584
C  0.324  -0.540  1.641
P  -0.205  0.687  2.980
S  -1.343  2.141  2.312
C  0.358  -0.022  0.096
N  1.706  0.596  -0.191
C  1.753  1.409  -1.426
F  2.538  0.674  -2.370
F  0.490  1.547  -2.038
C  2.450  2.839  -1.279
F  3.727  2.811  -0.696
F  1.630  3.799  -0.638
F  2.628  3.329  -2.600
C  2.638  0.309  0.707
C  1.943  -0.676  1.779
Cl  2.686  -0.836  3.437
H  -3.728  -1.604  1.178
H  -2.785  -2.899  0.221
H  -3.792  -3.376  1.682
H  -1.698  -3.366  2.803
H  -2.184  -1.554  3.026
H  -0.530  -2.894  -0.223
H  -1.002  -0.009  3.971
H  0.887  1.306  3.673
H  -0.571  0.638  0.034
H  0.274  -0.803  -0.729
H  3.710  0.690  0.674
H  2.130  -1.701  1.271
B  -1.727  1.477  -4.984
F  -2.921  1.582  -5.764
F  -2.070  1.174  -3.619
F  -0.901  0.430  -5.511
F  -1.012  2.718  -5.031

Properties
ΔE to the lowest compared entry with this formula, charge and spin ... 0.00 kcal/mol
E_HOMO ... -9.673 eV

Results of the Mulliken charge analysis, in e, for atoms 1 through 8: -0.979, -0.234, 0.132, -0.519, 0.937, 0.151, -0.350, -1.227



# 2
A molecular structure, C8H12BrF12NO15S4V, computed with wB97M-V/def2-TZVPD.

Atoms and positions in Å:
O  -0.487  -0.503  -0.263
V  -0.747  -0.219  1.320
O  0.496  -0.757  2.117
C  -0.403  2.269  -2.516
C  0.912  1.600  -2.174
C  1.147  0.357  -2.991
O  2.394  -0.153  -2.658
C  2.960  -1.050  -3.615
N  2.030  2.567  -2.474
H  2.073  2.800  -3.467
H  1.900  3.405  -1.903
H  2.948  2.127  -2.234
H  -0.602  2.449  -3.579
H  -0.373  3.258  -2.039
H  -1.237  1.754  -2.051
H  0.972  1.351  -1.116
H  1.058  0.680  -4.048
H  0.350  -0.345  -2.747
H  3.049  -0.510  -4.574
H  2.482  -2.039  -3.715
H  3.947  -1.337  -3.229
C  3.816  0.484  1.253
F  2.737  1.180  1.390
F  4.353  0.283  2.493
F  3.604  -0.689  0.732
S  5.101  1.420  0.269
O  4.268  1.917  -0.824
O  5.726  2.443  1.087
O  6.049  0.369  -0.082
C  -5.356  1.059  0.564
F  -5.164  2.121  1.289
F  -5.945  0.124  1.296
F  -6.254  1.336  -0.406
S  -3.826  0.378  -0.243
O  -4.327  -0.822  -0.844
O  -3.389  1.391  -1.174
O  -2.962  0.195  0.918
C  -1.010  -0.357  5.682
F  -0.319  0.775  5.752
F  -0.180  -1.326  5.293
F  -1.440  -0.695  6.909
S  -2.433  -0.247  4.493
O  -1.784  0.181  3.259
O  -2.967  -1.586  4.462
O  -3.314  0.714  5.105
C  -0.942  -3.768  -1.062
F  -1.754  -2.982  -1.756
F  -0.844  -4.977  -1.650
F  0.290  -3.245  -1.126
S  -1.514  -3.894  0.706
O  -1.309  -2.561  1.225
O  -2.880  -4.349  0.603
O  -0.610  -4.887  1.258
Br  -0.288  2.311  1.084

Properties
Charge ... -3
ΔE to the lowest compared entry with this formula, charge and spin ... 0.00 kcal/mol
E_HOMO ... -1.567 eV

Results of the Mulliken charge analysis, in e, for atoms 1 through 8: 0.363, 1.245, -0.383, -1.453, 1.425, -0.920, -0.052, -0.866



# 3
A molecular structure, C8H12Cl2LuN2O3STm, computed with wB97M-V/def2-TZVPD.

Atoms and positions in Å:
Tm  0.271  -0.229  -5.227
Lu  0.027  -0.498  -2.328
Cl  -0.544  1.379  -3.711
Cl  2.068  -0.838  -3.798
C  0.600  -2.169  -1.358
C  -1.317  0.113  -6.520
C  0.789  -1.674  -6.628
O  0.934  -3.164  -0.738
O  -2.221  0.365  -7.188
O  1.141  -2.489  -7.363
C  -1.540  2.067  3.502
C  -1.615  1.068  2.346
N  -0.789  1.547  1.168
C  0.221  0.951  0.629
S  0.654  1.585  -1.006
N  1.046  0.044  1.068
C  1.340  -0.282  2.521
C  0.994  -1.736  2.825
H  -0.503  2.216  3.817
H  -2.115  1.678  4.336
H  -1.955  3.027  3.192
H  -1.247  0.079  2.633
H  -2.653  0.942  2.032
H  -1.248  2.430  0.762
H  1.768  -0.466  0.453
H  2.391  -0.096  2.727
H  0.767  0.411  3.141
H  1.610  -2.403  2.220
H  1.188  -1.923  3.878
H  -0.061  -1.936  2.613

Properties
Charge ... +4
Multiplicity ... 3
E_HOMO (alpha / beta) ... -21.924 / -21.926 eV

Results of the Mulliken charge analysis, in e, for atoms 1 through 8: 1.690, 1.212, -0.251, -0.264, 0.341, -0.043, -0.002, 0.022



# 4
C8H12Cl2N2O2 in the gas phase, computed with wB97M-V/def2-TZVPD.

Atoms and positions in Å:
C  1.841  0.904  -1.072
C  0.716  1.392  -0.170
C  1.241  2.443  0.796
Cl  -0.549  2.158  -1.198
C  -0.043  0.205  0.625
Cl  -1.189  0.974  1.811
N  1.067  -0.445  1.248
O  1.313  -0.251  2.415
C  -0.880  -0.996  -0.043
C  -0.311  -1.409  -1.403
C  -0.765  -2.188  0.935
C  -2.332  -0.804  -0.188
N  -3.361  -0.376  -0.508
O  -4.489  -0.119  -0.755
H  1.466  0.406  -1.959
H  2.492  0.227  -0.525
H  2.422  1.766  -1.396
H  1.667  3.259  0.217
H  2.020  2.023  1.430
H  0.455  2.847  1.428
H  -0.464  -0.628  -2.142
H  -0.827  -2.305  -1.743
H  0.746  -1.638  -1.309
H  0.267  -2.521  1.021
H  -1.369  -3.013  0.564
H  -1.133  -1.911  1.920

Properties
ΔE to the lowest compared entry with this formula, charge and spin ... 68.61 kcal/mol
E_HOMO ... -9.536 eV
SMILES ... CC(C)(Cl)[C@](Cl)(N=O)C(C)(C)C#[N+][O-]

Results of the Mulliken charge analysis, in e, for atoms 1 through 8: -1.505, 0.999, -1.645, -0.145, 0.640, -0.106, 0.189, -0.439



# 5
2 unconnected molecules or ions with the total composition C8H12Cl2N3, computed with wB97M-V/def2-TZVPD.

Atoms and positions in Å:
C  -3.089  -0.033  0.424
C  -2.819  1.187  0.123
C  -2.258  -1.183  0.029
C  -0.215  -0.091  -0.208
C  1.253  -0.442  -0.144
C  2.194  0.254  0.439
C  1.659  -2.766  0.335
C  1.421  -1.753  -0.771
N  -1.017  -1.177  -0.169
N  -0.619  1.125  -0.437
N  0.259  3.655  -0.223
Cl  -3.441  2.608  -0.107
Cl  -3.062  -2.659  -0.077
H  -4.050  -0.443  0.981
H  2.102  1.197  0.931
H  3.270  -0.041  0.443
H  1.066  3.229  0.160
H  1.281  -3.765  0.034
H  2.707  -2.818  0.490
H  0.985  -2.466  1.245
H  0.424  -2.125  -1.117
H  2.189  -1.806  -1.563
H  -0.202  4.006  0.637
H  -0.257  2.109  -0.406
H  0.218  4.195  -1.048

Properties
Charge ... +1
Multiplicity ... 3
E_HOMO (alpha / beta) ... -11.666 / -13.637 eV

Results of the Mulliken charge analysis, in e, for atoms 1 through 8: -0.478, 0.129, 0.693, 0.885, 0.294, -0.990, -1.099, -0.412



# 6
C8H12Cl2O4 in the gas phase, computed with wB97M-V/def2-TZVPD.

Atoms and positions in Å:
C  1.785  -2.360  -1.225
C  1.353  -0.876  -1.487
C  -0.070  -0.495  -0.966
C  -1.207  -1.375  -1.594
O  -0.045  -0.537  0.542
C  -1.045  0.281  1.269
C  -0.425  0.614  2.635
O  0.730  1.478  2.419
C  0.623  2.313  1.306
O  1.504  3.126  0.896
C  -0.803  2.527  0.656
Cl  -1.535  3.819  1.512
Cl  -0.941  2.944  -1.067
O  -1.683  1.379  0.731
H  1.765  -2.565  -0.234
H  2.803  -2.544  -1.551
H  1.076  -3.070  -1.597
H  1.455  -0.776  -2.579
H  2.082  -0.220  -0.954
H  -0.043  0.567  -1.259
H  -2.121  -1.192  -1.054
H  -0.930  -2.349  -1.527
H  -1.183  -1.152  -2.717
H  -1.891  -0.415  1.511
H  -1.097  1.160  3.239
H  -0.158  -0.281  3.096

Properties
ΔE to the lowest compared entry with this formula, charge and spin ... 37.29 kcal/mol
E_HOMO ... -10.408 eV
SMILES ... CC[C@@H](C)O[C@H]1COC(=O)C(Cl)(Cl)O1

Results of the Mulliken charge analysis, in e, for atoms 1 through 8: -1.397, -0.572, 0.962, -1.343, -0.401, -0.142, -0.741, -0.316



# 7
A gas-phase ion, C8H12ClN2O (charge +1), computed with wB97M-V/def2-TZVPD.

Atoms and positions in Å:
C  -1.306  -1.880  -0.474
C  -1.548  -0.447  -0.586
Cl  -3.078  -0.118  -1.211
C  -0.731  0.515  -0.108
C  -1.048  1.987  -0.092
N  -2.140  2.540  -0.522
N  0.140  2.607  0.080
C  1.245  1.756  0.348
O  2.307  2.138  0.659
C  0.671  0.331  0.315
C  1.555  -0.460  -0.634
C  0.849  -0.259  1.797
H  -1.568  -2.303  0.442
H  -1.719  -2.513  -1.250
H  -0.212  -2.102  -0.385
H  -2.903  1.912  -0.666
H  -2.290  3.531  -0.515
H  0.283  3.614  0.130
H  1.109  -1.211  -1.261
H  2.459  -0.951  -0.188
H  1.892  0.259  -1.388
H  1.975  -0.168  2.092
H  0.567  -1.421  1.907
H  0.280  0.107  2.557

Properties
Charge ... +1
ΔE to the lowest compared entry with this formula, charge and spin ... 0.00 kcal/mol
E_HOMO ... -13.763 eV
SMILES ... C/C(Cl)=C1/C(=[NH2+])NC(=O)C1(C)C

Results of the Mulliken charge analysis, in e, for atoms 1 through 8: -1.386, 1.408, -0.239, -0.523, 0.091, -0.238, -0.037, -0.363



# 8
C8H12ClP in the gas phase, computed with wB97M-V/def2-TZVPD.

Atoms and positions in Å:
C  -0.243  2.363  0.058
C  0.033  0.859  -0.053
C  1.056  0.428  -1.013
C  1.907  1.357  -1.831
C  1.258  -0.920  -1.010
Cl  2.354  -1.854  -1.913
P  0.394  -1.690  0.579
C  -0.974  -3.191  0.762
C  -0.545  -0.125  0.744
C  -1.580  0.162  1.794
H  -0.139  2.764  -0.915
H  0.268  2.696  0.989
H  -1.286  2.513  0.283
H  2.912  1.170  -1.599
H  1.718  2.419  -1.871
H  1.819  0.995  -2.889
H  -1.169  -3.479  -0.273
H  -1.839  -2.898  1.374
H  -0.412  -4.179  0.889
H  -2.241  0.959  1.303
H  -1.159  0.436  2.826
H  -2.130  -0.786  1.765

Properties
ΔE to the lowest compared entry with this formula, charge and spin ... 39.20 kcal/mol
E_HOMO ... -7.779 eV
SMILES ... CC1=C(C)C(Cl)=P(C)=C1C

Results of the Mulliken charge analysis, in e, for atoms 1 through 8: -1.515, -0.031, 0.150, -1.392, 0.313, -0.221, 0.081, -0.965



# 9
A molecular structure, C8H12F12NO15S4V, computed with wB97M-V/def2-TZVPD.

Atoms and positions in Å:
O  -0.115  -0.230  0.018
V  -0.470  1.277  -0.304
O  -1.132  1.341  -1.807
C  -1.236  -3.374  0.343
C  0.155  -3.628  -0.285
C  1.177  -3.452  0.791
O  2.419  -3.604  0.081
C  2.972  -2.489  -0.697
N  0.159  -4.981  -1.093
H  -0.198  -5.773  -0.577
H  -0.394  -4.868  -1.930
H  1.077  -5.252  -1.415
H  -1.200  -2.438  0.901
H  -1.739  -4.149  0.920
H  -1.988  -3.157  -0.415
H  0.371  -2.882  -1.049
H  1.029  -4.266  1.501
H  1.017  -2.596  1.448
H  2.571  -2.414  -1.707
H  4.060  -2.456  -0.625
H  2.766  -1.580  -0.131
C  -3.762  -0.621  1.751
F  -3.838  -1.113  0.542
F  -4.976  -0.840  2.359
F  -2.750  -1.161  2.602
S  -3.553  1.291  1.519
O  -2.414  1.532  0.656
O  -4.788  1.621  0.814
O  -3.281  1.831  2.846
C  1.808  1.647  -4.095
F  2.686  2.177  -4.889
F  0.996  2.631  -3.827
F  1.197  0.673  -4.738
S  2.652  1.084  -2.482
O  1.530  1.016  -1.498
O  3.297  -0.215  -2.777
O  3.680  2.087  -2.159
C  0.884  0.326  3.899
F  1.678  0.338  5.017
F  0.826  -0.877  3.237
F  -0.338  0.615  4.302
S  1.483  1.696  2.514
O  1.952  2.834  3.363
O  2.615  1.104  1.832
O  0.321  1.924  1.666
C  -2.150  4.952  -0.853
F  -2.516  4.566  0.442
F  -2.605  4.165  -1.833
F  -2.507  6.283  -0.933
S  -0.145  4.854  -0.813
O  0.136  3.449  -0.710
O  0.264  5.469  -2.087
O  0.317  5.638  0.367

Properties
Charge ... -1
Multiplicity ... 2
E_HOMO (alpha / beta) ... -6.720 / -6.716 eV

Results of the Mulliken charge analysis, in e, for atoms 1 through 8: 0.134, 1.534, -0.345, -1.305, 0.232, -0.478, -0.494, -0.581